[1]
DFT (ωB97M-V/def2-TZVPD) results for a cluster of 5 separate species, C31H27NO3 in total.

```
62
Properties=species:S:1:pos:R:3:nbo_charge:R:1
O -4.443 3.549 2.989 -0.489
O -1.097 -0.026 1.379 -0.511
O 1.696 0.584 2.696 -0.444
N 0.294 2.511 2.528 -0.550
C -1.109 2.141 2.556 0.076
C -4.540 -0.663 -2.403 -0.224
C 3.304 -1.988 1.842 -0.162
C 8.038 -1.298 0.007 -0.222
C -8.693 3.413 -1.839 -0.219
C -7.169 1.651 -3.356 -0.236
C -9.230 2.837 -2.984 -0.215
C -3.776 -0.439 -1.263 -0.234
C 1.039 1.533 2.829 0.898
C 10.412 -0.740 1.343 -0.215
C -3.925 -0.745 -3.646 -0.221
C -2.043 3.073 2.960 -0.246
C 8.044 -1.180 1.391 -0.161
C -4.001 1.189 3.076 -0.240
C 9.216 -1.130 -0.710 -0.219
C 4.406 -2.444 2.557 -0.229
C 4.000 -3.292 -0.060 -0.214
C 5.099 -3.751 0.657 -0.219
C -1.681 0.753 2.117 0.501
C -6.628 2.233 -2.217 -0.163
C -1.784 -0.363 -2.612 -0.234
C -3.077 0.259 2.661 -0.253
C 10.404 -0.853 -0.043 -0.215
C -8.469 1.955 -3.742 -0.214
C 9.231 -0.899 2.059 -0.235
C -2.398 -0.287 -1.367 -0.155
C -3.575 2.701 3.005 0.513
C -7.390 3.113 -1.457 -0.222
C -2.546 -0.596 -3.751 -0.210
C 5.304 -3.323 1.963 -0.225
C 3.104 -2.409 0.532 -0.233
H 2.247 -2.050 -0.028 0.215
H 11.338 -0.526 1.864 0.211
H -5.615 -0.776 -2.321 0.217
H -8.890 1.504 -4.634 0.211
H 3.843 -3.621 -1.081 0.212
H -0.709 -0.241 -2.694 0.212
H -10.244 3.076 -3.286 0.212
H 9.210 -1.216 -1.791 0.211
H 2.602 -1.306 2.304 0.214
H 4.564 -2.113 3.577 0.209
H 11.324 -0.725 -0.602 0.211
H -4.520 -0.924 -4.535 0.211
H -5.611 2.001 -1.920 0.209
H -5.011 0.868 3.461 0.248
H -6.576 0.960 -3.945 0.212
H -3.293 -0.846 2.657 0.250
H -9.288 4.097 -1.245 0.212
H -6.969 3.565 -0.566 0.212
H 9.236 -0.805 3.139 0.210
H -1.727 4.104 3.285 0.254
H -1.805 -0.108 -0.476 0.218
H 5.797 -4.442 0.197 0.215
H 6.165 -3.676 2.520 0.215
H -2.066 -0.661 -4.721 0.212
H 7.113 -1.521 -0.513 0.216
H -4.256 -0.382 -0.292 0.205
H 7.125 -1.307 1.950 0.207
```

HOMO-LUMO gap ... 7.6 eV
SMILES string ... O=C=NC1=CC(=O)C=CC1=O.c1ccccc1.c1ccccc1.c1ccccc1.c1ccccc1
E_LUMO ... -1.6 eV

[2]
DFT (ωB97M-V/def2-TZVPD) results for a cluster of 3 separate species, C5H8O in total.

```
14
Properties=species:S:1:pos:R:3:nbo_charge:R:1
O 1.066 1.876 0.366 -0.599
C -0.210 -0.790 -0.521 -0.219
C 1.092 -0.495 -0.045 -0.365
C 1.638 0.792 0.358 0.354
C -1.243 0.612 -0.798 -0.334
C -1.416 -0.372 0.189 -0.202
H -1.990 0.757 -1.581 0.212
H 1.858 -1.229 -0.297 0.229
H -0.601 -0.232 1.568 0.015
H -0.315 -1.686 -1.129 0.236
H 0.239 -0.386 1.693 0.045
H -0.499 1.398 -0.672 0.283
H -2.319 -0.981 0.197 0.221
H 2.701 0.736 0.670 0.123
```

HOMO-LUMO gap (alpha / beta) ... 8.1 / 8.1 eV
E_LUMO (alpha / beta) ... -0.4 / -0.4 eV
Energy relative to the best compared isomer or geometry (same formula, charge and spin) ... 569.8 kJ/mol

[3]
DFT (ωB97M-V/def2-TZVPD) results for a structure of composition C2H6N4S.

```
13
Properties=species:S:1:pos:R:3:nbo_charge:R:1
S -2.723 -0.461 -0.265 -0.072
N -0.269 -0.552 0.625 -0.132
N -0.828 1.367 -0.493 -0.143
N -0.217 -2.139 -0.252 -0.570
N -1.203 0.189 -0.100 -0.069
C 0.538 1.491 0.031 -0.314
C 1.026 0.105 0.475 -0.272
H 0.621 2.177 0.869 0.218
H -0.081 -1.719 -1.172 0.327
H 1.459 0.209 1.402 0.217
H 1.837 -0.477 -0.196 0.213
H -1.225 -2.263 -0.170 0.369
H 1.064 2.073 -0.754 0.228
```

HOMO-LUMO gap (alpha / beta) ... 8.1 / 8.1 eV
E_LUMO (alpha / beta) ... -0.7 / -0.7 eV
Energy relative to the best compared isomer or geometry (same formula, charge and spin) ... 500.6 kJ/mol

[4]
DFT (ωB97M-V/def2-TZVPD) results for a cluster of 2 separate species, C6H10N2O2 in total.

```
20
Properties=species:S:1:pos:R:3:nbo_charge:R:1
O -2.196 -0.541 -0.018 -0.938
O -1.081 1.297 -2.120 -0.505
N 0.654 -0.166 -1.245 -0.517
N 2.596 -0.516 -2.376 -0.415
C 1.353 -0.759 -2.327 0.255
C -0.161 1.060 -1.393 0.732
C 2.971 0.386 -1.271 -0.099
C 1.671 0.583 -0.456 -0.064
C 0.833 1.874 -0.578 -0.527
C 4.110 -0.195 -0.448 -0.605
H 1.302 2.660 -1.185 0.244
H 3.304 1.333 -1.726 0.201
H 1.758 0.202 0.569 0.200
H 4.997 -0.356 -1.075 0.227
H 4.379 0.495 0.363 0.210
H 0.804 -1.349 -3.062 0.209
H 3.813 -1.156 -0.005 0.210
H -1.435 -1.183 -0.206 0.478
H -2.032 -0.229 0.877 0.463
H 0.437 2.294 0.354 0.239
```

HOMO-LUMO gap ... 10.1 eV
SMILES string ... C[C@H]1N=CN2C(=O)C[C@H]12.O
E_LUMO ... 0.6 eV
Energy relative to the best compared isomer or geometry (same formula, charge and spin) ... 151.0 kJ/mol

[5]
DFT (ωB97M-V/def2-TZVPD) results for a structure of composition C34H38BCrF4N11O3.

```
92
Properties=species:S:1:pos:R:3:lowdin_spin:R:1
Cr 0.480 0.475 0.069 0.990
F 0.897 4.202 5.761 0.000
F -0.307 1.476 -2.551 -0.001
F 1.776 1.887 -2.185 -0.003
F 0.236 3.086 -1.222 -0.002
O 0.148 2.047 1.329 0.002
O -3.351 1.124 -0.744 0.002
O -1.380 0.288 -0.119 0.002
N -1.458 5.572 6.401 0.000
N 3.558 -2.868 1.066 0.000
N 0.860 -1.202 -1.001 -0.006
N -3.320 3.932 2.229 0.001
N -2.738 6.556 8.232 0.000
N 3.280 -0.338 0.762 0.003
N 1.557 -1.644 1.955 0.000
N 0.425 -0.922 1.784 -0.002
N 4.881 -2.804 0.763 0.000
N 1.884 -1.974 -0.544 0.000
N 2.482 0.732 0.485 0.001
C -1.318 4.811 5.203 0.000
C 3.247 1.832 0.646 0.000
C 3.212 -4.143 1.376 0.000
C -2.367 4.762 4.307 0.000
C -1.692 -0.551 3.044 0.001
C -1.620 5.748 8.818 0.000
C -5.702 4.677 1.659 0.000
C 0.358 -1.937 3.778 0.001
C -2.173 2.254 0.949 0.001
C 2.019 -3.050 -1.335 0.007
C 0.566 1.785 -1.560 -0.015
C -1.081 3.308 2.867 0.000
C -0.139 4.110 4.903 0.000
C -2.335 1.171 -0.086 0.003
C -0.320 -1.110 2.875 0.002
C 2.807 3.235 0.400 0.000
C -0.837 -1.329 -2.840 0.001
C 0.340 -1.820 -2.067 0.005
C -4.386 4.907 2.321 0.000
C -0.016 3.360 3.771 0.000
C -2.196 7.670 7.387 0.000
C -3.259 3.026 1.230 0.000
C 4.525 1.453 1.042 0.000
C 4.501 0.073 1.101 0.000
C 5.358 -4.026 0.909 0.000
C 6.801 -4.319 0.666 0.000
C -2.259 4.017 3.122 0.000
C 1.543 -2.248 3.151 0.003
C -0.966 2.479 1.668 0.001
C 4.337 -4.921 1.297 0.000
C -1.306 7.016 6.300 0.000
C 1.056 -2.995 -2.315 0.001
C -0.874 5.073 7.638 0.000
C -5.605 4.637 3.159 0.000
B 2.605 -1.718 0.804 0.000
H -0.982 6.439 9.364 0.000
H 6.922 -5.055 -0.129 0.000
H 5.262 -0.651 1.332 0.000
H -4.130 2.906 0.602 0.000
H -2.019 -0.044 2.145 0.000
H -2.398 -1.361 3.235 0.000
H -6.023 5.455 3.730 0.000
H 2.374 -2.853 3.473 0.000
H -0.514 -0.785 -3.727 0.000
H -3.399 6.883 8.933 0.000
H -2.051 5.036 9.517 0.000
H -1.422 -2.190 -3.164 0.000
H 0.190 5.306 7.721 0.000
H 5.363 2.101 1.228 0.000
H 2.192 -4.406 1.603 0.000
H 1.852 3.456 0.867 0.000
H 3.564 3.910 0.797 0.000
H -3.046 8.213 6.980 0.000
H 0.889 -3.698 -3.112 0.000
H 0.018 -2.276 4.741 0.000
H 0.898 2.822 3.554 0.000
H 7.276 -4.722 1.562 0.000
H -1.466 -0.674 -2.248 0.000
H -3.287 5.282 4.536 0.000
H -0.987 3.991 7.678 0.000
H -0.263 7.317 6.453 0.000
H 7.323 -3.409 0.376 0.000
H -4.002 5.920 2.316 0.000
H 4.416 -5.978 1.486 0.000
H 2.701 3.426 -0.665 0.000
H -5.886 3.740 1.156 0.000
H -1.741 0.135 3.893 0.000
H -1.632 8.330 8.042 0.000
H -1.609 7.350 5.312 0.000
H -3.213 5.926 7.575 0.000
H -6.162 5.533 1.187 0.000
H 2.790 -3.777 -1.147 0.000
H -5.675 3.661 3.620 0.000
```

Spin multiplicity ... 2
Charge ... +1
HOMO-LUMO gap (alpha / beta) ... 6.8 / 6.4 eV
E_LUMO (alpha / beta) ... -3.4 / -3.4 eV

[6]
DFT (ωB97M-V/def2-TZVPD) results for a cluster of 6 separate species, C2H17NO5 in total.

```
25
Properties=species:S:1:pos:R:3:nbo_charge:R:1
O 1.180 2.783 1.977 -0.938
O -0.558 -0.998 -2.274 -0.957
O 2.251 -0.351 0.273 -0.954
O 1.410 2.312 -1.051 -0.972
O -1.213 1.623 -2.257 -0.963
N -0.958 -0.001 0.688 -0.874
C -1.315 -1.421 1.069 -0.218
C -0.319 -2.669 0.935 -0.627
H -0.035 -2.987 -0.025 0.205
H -1.389 1.639 -3.219 0.481
H 0.688 2.171 2.561 0.477
H 0.049 0.286 0.718 0.376
H -1.526 -1.511 2.083 0.176
H 2.226 -0.651 1.136 0.469
H 1.249 2.742 -0.229 0.483
H 0.525 -2.398 1.501 0.188
H -1.209 0.183 -0.318 0.367
H 1.948 1.583 -0.872 0.492
H -0.878 -3.593 1.294 0.212
H -0.670 -0.086 -2.196 0.478
H 0.476 3.362 1.763 0.465
H -0.437 2.126 -2.115 0.504
H -2.326 -1.609 0.631 0.183
H 2.116 -1.169 -0.315 0.493
H -1.284 -1.368 -1.754 0.458
```

HOMO-LUMO gap ... 9.5 eV
SMILES string ... CCN.O.O.O.O.O
E_LUMO ... 0.5 eV
Energy relative to the best compared isomer or geometry (same formula, charge and spin) ... 192.7 kJ/mol

[7]
DFT (ωB97M-V/def2-TZVPD) results for a structure of composition C13H19N.

```
33
Properties=species:S:1:pos:R:3:nbo_charge:R:1
N -4.549 -0.707 -0.014 -0.872
C 3.349 1.005 -0.031 -0.447
C -3.032 -0.038 1.593 -0.623
C 1.049 1.948 0.098 -0.219
C -1.124 0.718 -0.634 -0.029
C 1.063 -0.350 -0.531 0.006
C -3.228 -0.667 0.166 -0.115
C 3.649 -0.168 0.904 -0.413
C -2.673 0.269 -0.858 -0.400
C 1.924 -1.798 -0.590 -0.445
C -0.355 -0.341 -0.687 -0.229
C 3.389 -1.663 0.368 -0.423
C -0.470 1.898 -0.152 -0.197
C 1.868 0.828 -0.285 -0.059
H 1.478 3.040 0.107 0.226
H 4.853 -0.003 1.246 0.193
H -3.013 1.358 1.712 0.248
H -2.795 -1.651 0.251 0.170
H 4.121 1.817 0.330 0.277
H 2.231 -2.140 -1.944 0.209
H -3.820 -0.617 2.265 0.194
H -5.011 -1.137 -0.967 0.395
H -0.695 -1.217 -1.098 0.201
H -1.358 2.788 -0.096 0.220
H 1.372 -2.826 -0.225 0.235
H -1.996 -0.609 2.357 0.220
H 4.521 -1.867 -0.458 0.217
H 3.286 -2.372 1.450 0.241
H -2.768 -0.297 -1.845 0.210
H 4.008 0.307 -0.937 0.198
H -4.842 -0.836 0.920 0.384
H -3.333 1.221 -0.947 0.229
H 3.158 0.136 1.813 0.199
```

HOMO-LUMO gap ... 9.2 eV
E_LUMO ... 0.8 eV
Energy relative to the best compared isomer or geometry (same formula, charge and spin) ... 1193.3 kJ/mol

[8]
DFT (ωB97M-V/def2-TZVPD) results for a structure of composition C13H28CuO11.

```
53
Properties=species:S:1:pos:R:3:nbo_charge:R:1
Cu -1.668 0.504 1.720 0.472
O 3.476 -4.989 -0.656 -0.517
O 1.748 -3.896 0.416 -0.638
O 0.114 5.137 -0.141 -0.805
O 1.115 0.574 -9.145 -0.632
O 3.168 -0.233 -8.595 -0.509
O 3.473 -5.036 1.545 -0.487
O 0.001 0.349 6.364 -0.653
O 1.780 0.120 -6.974 -0.504
O -0.437 0.312 8.585 -0.496
O -0.254 2.271 7.543 -0.502
O -6.608 -0.053 0.545 -0.801
C 1.844 6.895 -0.080 -0.641
C 3.616 -0.379 -9.926 -0.252
C 2.809 -4.557 0.483 0.990
C 2.796 -4.917 -1.912 -0.256
C 0.624 0.359 -6.302 -0.245
C -0.342 -1.074 8.708 -0.253
C 3.099 -4.741 2.824 -0.264
C 1.154 5.762 -0.808 -0.063
C 1.921 0.197 -8.319 0.990
C -0.183 0.924 7.424 0.989
C -8.941 -0.720 0.187 -0.648
C -7.676 -0.759 1.069 -0.050
C -0.168 3.045 6.365 -0.258
H 3.430 -3.777 3.210 0.190
H 0.756 6.190 -1.728 0.111
H 2.732 7.363 -0.504 0.178
H 3.029 -3.966 -2.393 0.193
H -0.382 4.111 6.445 0.211
H 3.556 0.601 -10.399 0.189
H -8.032 -0.337 2.009 0.092
H 1.977 5.080 -1.023 0.107
H -0.001 -1.308 9.716 0.188
H 3.035 -5.808 -2.492 0.193
H 2.015 -4.629 2.863 0.196
H 1.079 7.617 0.205 0.191
H 1.722 -4.981 -1.734 0.202
H 4.689 -0.565 -9.969 0.196
H 3.041 -1.136 -10.459 0.190
H 3.267 -5.557 3.527 0.197
H 0.388 -1.566 8.065 0.200
H 2.231 6.414 0.819 0.186
H -8.450 -0.956 -0.757 0.203
H -0.135 -0.337 -6.659 0.180
H 0.413 1.409 -6.503 0.195
H 0.877 2.934 6.074 0.186
H -9.692 -1.474 0.422 0.180
H -0.737 2.530 5.591 0.200
H -1.312 -1.556 8.583 0.188
H -7.433 -1.798 1.291 0.094
H 0.750 0.093 -5.252 0.202
H -9.275 0.316 0.131 0.195
```

Charge ... -1
HOMO-LUMO gap ... 2.5 eV
E_LUMO ... -0.9 eV
Energy relative to the best compared isomer or geometry (same formula, charge and spin) ... 730.8 kJ/mol

[9]
DFT (ωB97M-V/def2-TZVPD) results for a cluster of 2 separate species, C7H14N2 in total.

```
23
Properties=species:S:1:pos:R:3:nbo_charge:R:1
N -0.288 -2.294 0.529 -0.523
N 1.150 -0.792 1.278 -0.465
C -0.102 -0.223 1.174 0.112
C -1.010 -1.151 0.757 -0.135
C 1.002 -2.040 0.907 0.166
C 0.631 0.499 -2.428 -0.621
C -0.639 2.234 0.573 -0.611
C -0.475 1.175 1.655 -0.436
C -0.105 1.652 -3.117 -0.619
H 0.339 1.385 2.353 0.227
H -1.971 -1.006 0.291 0.216
H -0.365 2.503 -2.478 0.202
H -1.404 1.025 2.196 0.213
H 0.263 2.806 0.382 0.215
H 0.289 -0.430 -2.902 0.199
H 0.394 0.326 -1.383 0.218
H 1.686 0.585 -2.665 0.210
H -1.117 1.442 -3.486 0.201
H 1.714 -2.840 1.006 0.194
H -0.591 -3.232 0.309 0.415
H -1.473 2.922 0.747 0.209
H -0.963 1.766 -0.359 0.206
H 0.509 2.059 -3.915 0.206
```

HOMO-LUMO gap ... 9.6 eV
SMILES string ... CCc1c[nH]cn1.CC
E_LUMO ... 0.9 eV
Energy relative to the best compared isomer or geometry (same formula, charge and spin) ... 56.3 kJ/mol

[10]
DFT (ωB97M-V/def2-TZVPD) results for a structure of composition C20H35CuN5O4SSe.

```
67
Properties=species:S:1:pos:R:3:lowdin_spin:R:1
Se 1.202 -1.064 0.279 0.000
Cu 1.783 2.349 0.559 0.517
S -2.856 -2.929 -1.976 0.000
O -2.108 -3.723 -2.914 0.000
O -4.122 -2.347 -2.361 0.000
O -3.629 -0.842 1.325 0.000
O -3.203 0.507 2.957 0.000
N -3.025 0.087 1.835 0.000
N -1.802 0.543 -0.286 0.001
N -0.153 1.776 0.503 0.039
N 2.379 1.238 2.328 0.009
N 3.493 1.374 -0.204 0.055
C 1.456 6.527 0.573 0.017
C 0.909 5.107 0.417 0.041
C -1.001 1.514 1.533 0.002
C 1.265 -5.131 -0.771 0.000
C 4.269 0.743 0.890 0.003
C 1.580 -3.787 -0.656 0.000
C -0.064 1.270 -1.932 -0.001
C 3.847 1.298 2.240 0.004
C -3.107 -3.892 -0.510 0.000
C -0.680 1.225 -0.584 0.002
C -0.278 -3.479 0.808 0.000
C 0.175 -5.663 -0.096 0.000
C -3.975 -5.104 -0.820 0.000
C -0.593 -4.824 0.698 0.000
C -2.539 -0.283 -1.241 0.000
C 1.964 4.171 -0.164 0.254
C 0.814 -2.930 0.133 0.000
C -0.353 5.123 -0.437 0.001
C -1.794 -1.602 -1.437 0.000
C -2.008 0.734 1.062 0.001
H -0.807 4.135 -0.508 0.000
H -3.555 -0.424 -0.890 0.000
H 0.518 2.186 -2.025 0.000
H -3.568 -3.230 0.223 0.000
H 3.112 0.629 -0.784 0.001
H -4.068 -5.713 0.078 0.000
H 4.341 0.735 3.037 0.000
H 0.705 7.203 0.985 0.003
H -1.443 -5.222 1.241 0.000
H 1.878 -5.770 -1.395 0.000
H -2.593 0.268 -2.177 0.000
H -2.112 -4.180 -0.167 0.000
H 1.938 4.175 -1.258 0.013
H -1.101 5.805 -0.031 0.000
H 2.326 6.548 1.230 0.000
H -0.115 5.455 -1.451 0.000
H -0.069 -6.712 -0.185 0.000
H 4.041 -0.322 0.858 0.000
H 2.052 1.552 3.234 0.001
H 5.341 0.875 0.740 0.001
H 0.601 0.410 -2.030 0.000
H -0.811 1.252 -2.722 0.000
H 4.145 2.346 2.331 0.001
H 4.064 1.979 -0.779 0.000
H -4.970 -4.797 -1.135 0.000
H -0.813 1.800 2.550 0.000
H 2.977 4.444 0.150 0.022
H -1.295 -1.907 -0.517 0.000
H 2.429 -3.383 -1.192 0.000
H -1.029 -1.535 -2.209 0.000
H -3.530 -5.710 -1.606 0.000
H 0.626 4.755 1.419 0.009
H 1.764 6.921 -0.398 0.000
H 2.048 0.278 2.183 0.000
H -0.874 -2.835 1.447 0.000
```

Spin multiplicity ... 2
HOMO-LUMO gap (alpha / beta) ... 6.4 / 6.1 eV
E_LUMO (alpha / beta) ... -0.6 / -0.8 eV
Energy relative to the best compared isomer or geometry (same formula, charge and spin) ... 0.0 kJ/mol

| no. | maximum force (eV/A) |
| --- | --- |
| 1 | 3.398 |
| 2 | 0.393 |
| 3 | 4.504 |
| 4 | 2.190 |
| 5 | 0.582 |
| 6 | 4.250 |
| 7 | 7.027 |
| 8 | 4.286 |
| 9 | 1.484 |
| 10 | 0.988 |